## A
2 unconnected molecules or ions with the total composition C3H10N2S, computed with the ωB97M-V functional and the def2-TZVPD basis.

## Properties
2S+1: 1
LUMO energy: 0.83 eV
SMILES string: [H]/N=C/N.CSC
orbital gap: 9.598 eV

Atoms and positions in Å:
C  0.1582  0.4405  -2.3167
S  1.1724  -0.4171  -0.9746
C  0.6020  -2.1069  -1.4159
H  0.4440  0.1564  -3.3284
H  -0.8942  0.3234  -2.0709
H  0.4167  1.4822  -2.1525
H  0.4091  -2.5745  -0.4456
H  1.2112  -2.8809  -1.8938
H  -0.4128  -2.0149  -1.7822
N  0.4939  0.7872  1.9863
C  -0.6287  1.3968  2.4660
N  -1.8350  1.2744  2.0655
H  1.0207  0.1705  2.5793
H  0.7729  0.6020  1.0250
H  -0.4663  1.8986  3.4192
H  -2.4640  1.4623  2.8391

Atomic partial charges in e from the Löwdin method, atoms 1 to 8: number 1, C, carries -0.36; number 2, S, carries 0.75; number 3, C, carries -0.41; number 4, H, carries 0.04; number 5, H, carries 0.03; number 6, H, carries 0.02; number 7, H, carries 0.02; number 8, H, carries 0.04

---

## B
2 unconnected molecules or ions with the total composition C3H10N2S, computed with the ωB97M-V functional and the def2-TZVPD basis.

## Properties
2S+1: 1
LUMO energy: 0.69 eV
SMILES string: [H]/N=C/N.CCS
orbital gap: 9.847 eV

Atoms and positions in Å:
C  1.5760  0.2586  -0.9436
C  1.5338  -1.0958  -0.1832
S  2.0904  -1.1963  1.6191
H  2.3659  0.8607  -0.5613
H  0.6003  0.7983  -0.9948
H  1.8176  0.0265  -2.0005
H  2.2112  -1.7728  -0.6471
H  0.4966  -1.5643  -0.3227
N  -1.9969  -0.1883  -0.5511
C  -1.9352  0.6748  0.5708
N  -1.8810  1.9881  0.5438
H  -1.7987  0.2271  -1.4625
H  -1.9192  -1.1838  -0.4459
H  -1.9631  0.2065  1.5518
H  -2.2539  2.4059  1.5700
H  1.0564  -0.4451  2.2573

Atomic partial charges in e from the Löwdin method, atoms 1 to 8: number 1, C, carries -0.16; number 2, C, carries -0.60; number 3, S, carries 0.60; number 4, H, carries 0.05; number 5, H, carries 0.05; number 6, H, carries 0.07; number 7, H, carries 0.02; number 8, H, carries 0.06

---

The least stable of them is A.

---

## A
C3H10N2S in the gas phase, computed with the ωB97M-V functional and the def2-TZVPD basis.

## Properties
2S+1: 1
LUMO energy: 0.89 eV
SMILES string: NC[C@@H](N)CS
orbital gap: 9.596 eV

Atoms and positions in Å:
N  -1.2589  -0.9239  -0.4699
C  -0.0952  -0.0623  -0.4407
C  0.5283  0.3449  0.8930
S  -0.4647  1.4526  1.9229
C  1.0123  -0.7077  -1.3498
N  0.4956  -1.4994  -2.4484
H  -1.8035  -0.8652  0.3924
H  -1.0700  -1.8777  -0.7588
H  -0.5059  0.8542  -0.8946
H  0.8492  -0.5391  1.4456
H  1.4837  0.8309  0.6806
H  0.3843  2.5063  1.9485
H  1.6428  -1.3437  -0.6774
H  1.7753  0.0915  -1.6356
H  0.5949  -0.9658  -3.3047
H  0.9155  -2.4106  -2.4774

Atomic partial charges in e from the Löwdin method, atoms 1 to 8: number 1, N, carries 0.02; number 2, C, carries -0.50; number 3, C, carries -0.57; number 4, S, carries 0.69; number 5, C, carries -0.26; number 6, N, carries 0.00; number 7, H, carries 0.07; number 8, H, carries 0.06

---

## B
C3H10N2S in the gas phase, computed with the ωB97M-V functional and the def2-TZVPD basis.

## Properties
2S+1: 1
LUMO energy: 0.91 eV
SMILES string: NC[C@H](N)CS
orbital gap: 9.699 eV

Atoms and positions in Å:
N  -0.3047  0.6250  1.1506
C  -0.1979  -0.2545  0.0419
C  1.3391  -0.8841  0.0655
S  1.7780  -1.8683  1.5934
C  -0.3921  0.5337  -1.3045
N  -1.7264  1.1008  -1.2677
H  0.5733  1.1022  1.3369
H  0.6874  -1.4919  2.2732
H  -0.5197  -0.0181  1.9210
H  -0.8714  -1.1142  0.2017
H  1.5041  -1.5641  -0.7242
H  2.1025  -0.0895  0.0036
H  -0.1232  -0.1766  -2.1754
H  0.3052  1.4200  -1.2154
H  -2.5632  0.6380  -0.9297
H  -1.5910  2.0415  -0.9710

Atomic partial charges in e from the Löwdin method, atoms 1 to 8: number 1, N, carries 0.00; number 2, C, carries -0.45; number 3, C, carries -0.49; number 4, S, carries 0.66; number 5, C, carries -0.25; number 6, N, carries -0.02; number 7, H, carries 0.08; number 8, H, carries -0.19

---

The least stable of them is B.

---

## A
2 unconnected molecules or ions with the total composition C3H10N2S, computed with the ωB97M-V functional and the def2-TZVPD basis.

## Properties
2S+1: 1
LUMO energy: -0.44 eV
orbital gap: 7.755 eV

Atoms and positions in Å:
C  0.1760  2.0781  0.3336
C  0.0083  -1.3880  1.4739
C  0.4861  0.5826  0.1004
N  -0.5142  -0.9853  -2.1793
N  -0.4813  -0.1246  0.8245
S  -1.7301  -1.1949  -1.0900
H  -0.9170  2.1751  0.2753
H  0.3687  2.3622  1.3366
H  0.5999  2.8273  -0.2923
H  0.7571  -1.0213  2.2165
H  -0.8180  -1.9603  1.8980
H  0.3678  -2.1625  0.7621
H  0.2802  0.4039  -1.0776
H  1.5433  0.3540  0.4861
H  0.2488  -1.7248  -2.2274
H  -0.3755  -0.2215  -2.8406

Atomic partial charges in e from the Löwdin method, atoms 1 to 8: number 1, C, carries -0.11; number 2, C, carries -0.19; number 3, C, carries -0.40; number 4, N, carries -0.52; number 5, N, carries -0.17; number 6, S, carries 0.68; number 7, H, carries 0.07; number 8, H, carries 0.05

---

## B
C3H10N2S in the gas phase, computed with the ωB97M-V functional and the def2-TZVPD basis.

## Properties
2S+1: 1
LUMO energy: 0.97 eV
SMILES string: NC[C@@H](N)CS
orbital gap: 9.736 eV

Atoms and positions in Å:
N  -0.3035  1.4452  0.0581
C  -0.1467  0.0387  0.3487
C  0.7159  -0.6989  -0.6733
S  0.3656  -0.3610  -2.3904
C  0.1779  -0.2782  1.8194
N  -0.9939  -0.0317  2.6513
H  0.5121  2.0031  0.2922
H  -0.7087  -1.1517  -2.5289
H  -1.1550  1.8414  0.4177
H  -1.1596  -0.3508  0.1777
H  0.8559  -1.7508  -0.4290
H  1.7864  -0.4330  -0.5700
H  0.4735  -1.3283  1.8651
H  1.0291  0.3502  2.0604
H  -0.9388  -0.5662  3.5103
H  -1.0018  0.9386  2.9422

Atomic partial charges in e from the Löwdin method, atoms 1 to 8: number 1, N, carries 0.02; number 2, C, carries -0.50; number 3, C, carries -0.59; number 4, S, carries 0.71; number 5, C, carries -0.26; number 6, N, carries 0.00; number 7, H, carries 0.08; number 8, H, carries -0.15

---

The least stable of them is A.

---

## A
2 unconnected molecules or ions with the total composition C3H10N2S, computed with the ωB97M-V functional and the def2-TZVPD basis.

## Properties
2S+1: 1
LUMO energy: 0.88 eV
SMILES string: [H]/N=C/N.CCS
orbital gap: 9.680 eV

Atoms and positions in Å:
C  0.8387  1.1632  -2.0588
C  0.5351  1.1388  -0.5582
S  -0.4856  2.5201  0.0002
H  -0.0842  1.1052  -2.6414
H  1.2154  2.1713  -2.2817
H  1.5351  0.3884  -2.3717
H  0.0624  0.2210  -0.2084
H  1.4804  1.1262  -0.0130
N  -1.6733  -1.3648  1.7440
C  -0.6453  -2.2106  1.4447
N  0.3576  -1.8823  0.7138
H  -1.6859  -0.5167  1.2121
H  -2.1510  -1.5652  2.5966
H  -0.6470  -3.1412  2.0249
H  1.0202  -2.6523  0.8145
H  0.3275  3.4989  -0.4177

Atomic partial charges in e from the Löwdin method, atoms 1 to 8: number 1, C, carries -0.17; number 2, C, carries -0.66; number 3, S, carries 0.66; number 4, H, carries 0.06; number 5, H, carries 0.06; number 6, H, carries 0.07; number 7, H, carries 0.00; number 8, H, carries 0.06

---

## B
C3H10N2S in the gas phase, computed with the ωB97M-V functional and the def2-TZVPD basis.

## Properties
2S+1: 1
LUMO energy: 0.81 eV
SMILES string: NC[C@H](N)CS
orbital gap: 9.717 eV

Atoms and positions in Å:
N  0.9675  1.2556  0.0739
C  0.4468  -0.1315  0.2003
C  -1.1144  -0.3541  -0.1277
S  -1.7535  0.2149  -1.6041
C  0.9137  -0.6135  1.5531
N  2.3885  -0.7660  1.4298
H  0.6863  1.9251  0.7783
H  -3.0283  0.5818  -1.3593
H  0.7478  1.6885  -0.8102
H  0.9294  -0.8757  -0.5080
H  -1.1936  -1.4460  -0.0716
H  -1.7080  0.0724  0.6181
H  0.4160  -1.5473  1.8241
H  0.7308  0.0633  2.4603
H  2.6027  -0.7201  0.4717
H  2.9048  -0.0122  1.9812

Atomic partial charges in e from the Löwdin method, atoms 1 to 8: number 1, N, carries 0.03; number 2, C, carries -0.43; number 3, C, carries -0.62; number 4, S, carries 0.73; number 5, C, carries -0.27; number 6, N, carries -0.02; number 7, H, carries 0.07; number 8, H, carries -0.13

---

The least stable of them is B.